Run P
This record from the Open Molecules 2025 dataset describes a cluster of 4 separate species, C2H9N2O in total. The level of theory is ωB97M-V/def2-TZVPD.

Results
LUMO energy (alpha / beta)   -12.45 / -15.85 eV
Total charge   +2
⟨S²⟩   0.75
Orbital gap (alpha / beta)   8.56 / 5.05 eV
Spin multiplicity   2

Atoms and positions in Å:
1 C 1.3593 1.2670 -1.3839
2 N -0.0336 1.0237 -0.6738
3 C 0.3975 1.5498 0.5750
4 N 1.0794 1.0831 1.5272
5 H 1.5318 2.3546 -1.4342
6 H 1.6164 0.9009 -2.3893
7 H 1.8663 0.6473 -0.6675
8 H -2.9211 -3.9183 1.2989
9 H -0.3905 2.3364 0.1329
10 H -3.5524 -3.4361 1.0080
11 H 1.5182 1.9858 2.2784
12 H -0.9977 -2.6390 -0.4720
13 H -0.3117 -1.3200 0.1575
14 O -1.1619 -1.8352 0.0428

Run Q
This record from the Open Molecules 2025 dataset describes a cluster of 2 separate species, C2H9N2O in total. The level of theory is ωB97M-V/def2-TZVPD.

Results
LUMO energy (alpha / beta)   -9.61 / -14.63 eV
Total charge   +2
⟨S²⟩   0.76
Orbital gap (alpha / beta)   11.94 / 6.92 eV
Spin multiplicity   2

Atoms and positions in Å:
1 C 2.1798 -0.9013 -1.2908
2 N 0.7320 -0.5229 -1.2218
3 H 2.6374 0.0702 -1.3717
4 H 2.5547 -1.4185 -0.4372
5 H 2.4570 -1.6452 -2.1015
6 H 0.0988 -1.1806 -0.6512
7 H 0.0461 -0.4167 -1.9762
8 H 0.6161 0.3009 -0.5734
9 C -1.4026 0.6182 1.3392
10 N -2.2887 1.4164 1.9465
11 O -0.7340 0.5665 0.2719
12 H -1.4470 -0.3795 1.8099
13 H -2.5032 2.2899 1.5021
14 H -2.9465 1.2025 2.7541

Most stable: run Q. Least stable: run P.

Run P
This record from the Open Molecules 2025 dataset describes an isolated molecule of CH5INP. The level of theory is ωB97M-V/def2-TZVPD.

Results
LUMO energy   -0.52 eV
SMILES   CP(N)I
Orbital gap   8.28 eV

Atoms and positions in Å:
1 C -1.2646 -0.0860 0.2367
2 P 0.2954 1.0124 0.0408
3 N 1.3495 -0.0900 0.7288
4 I 0.5900 0.8763 -2.7980
5 H -2.1343 0.3547 -0.2635
6 H -1.3220 -0.4774 1.1940
7 H -0.9214 -0.8887 -0.4050
8 H 2.1934 0.3754 0.8863
9 H 1.2140 -1.0767 0.3800

Run Q
This record from the Open Molecules 2025 dataset describes a structure of composition CH5INP. The level of theory is ωB97M-V/def2-TZVPD.

Results
LUMO energy (alpha / beta)   0.22 / 0.22 eV
Orbital gap (alpha / beta)   7.35 / 7.35 eV

Atoms and positions in Å:
1 C -0.1173 -1.7359 0.1955
2 N -0.2176 -0.7459 -0.6668
3 P 0.6372 0.6409 -1.0457
4 I 2.4642 0.5739 0.5413
5 H 0.7096 -1.7685 0.8800
6 H -0.5181 3.4323 0.5014
7 H -0.8493 -2.5222 0.1824
8 H -1.0204 -0.8118 -1.2890
9 H -1.0884 2.9372 0.7008

Most stable: run P. Least stable: run Q.

Run P
This record from the Open Molecules 2025 dataset describes an isolated molecule of C3H5Cl. The level of theory is ωB97M-V/def2-TZVPD.

Results
LUMO energy   0.96 eV
SMILES   C=C(C)Cl
Orbital gap   10.32 eV

Atoms and positions in Å:
1 C 0.2680 -1.6086 0.0425
2 C 0.8472 -0.2888 -0.0285
3 C 0.1591 1.0734 -0.0330
4 Cl 2.6057 0.0791 0.0057
5 H 1.0278 -2.3339 0.0769
6 H -0.8369 -1.5205 0.0620
7 H 0.5537 1.8728 -0.5890
8 H -0.9720 0.9572 -0.2533
9 H 0.0732 1.5470 0.9022

Run Q
This record from the Open Molecules 2025 dataset describes an isolated molecule of C3H5Cl. The level of theory is ωB97M-V/def2-TZVPD.

Results
LUMO energy   1.13 eV
SMILES   ClC1CC1
Orbital gap   10.96 eV

Atoms and positions in Å:
1 Cl 2.3094 -0.0051 -0.0929
2 C 0.7651 -0.0417 0.4241
3 C -0.5132 -0.7625 -0.1680
4 C -0.4320 0.7812 -0.0620
5 H 0.6079 -0.1106 1.5131
6 H -1.1483 -1.2958 0.5522
7 H -0.3010 -1.0590 -1.2231
8 H -0.1743 0.9894 -1.2219
9 H -1.1136 1.5041 0.2785

Run R
This record from the Open Molecules 2025 dataset describes a cluster of 2 separate species, C3H5Cl in total. The level of theory is ωB97M-V/def2-TZVPD.

Results
LUMO energy (alpha / beta)   -0.03 / -0.38 eV
Orbital gap (alpha / beta)   8.52 / 10.07 eV

Atoms and positions in Å:
1 C -0.4408 -0.7494 0.0553
2 C -0.3565 0.4179 -0.9769
3 C 0.4683 0.3808 0.1726
4 Cl 2.2235 0.3247 -0.0022
5 H -1.1419 -0.8421 0.8122
6 H -0.0383 -1.7769 0.0015
7 H 0.1613 0.1976 -1.9634
8 H -1.3204 0.8510 -0.8826
9 H 0.4447 1.1964 2.7835

Run S
This record from the Open Molecules 2025 dataset describes a structure of composition C3H5Cl. The level of theory is ωB97M-V/def2-TZVPD.

Results
LUMO energy   1.05 eV
Orbital gap   10.52 eV

Atoms and positions in Å:
1 C 0.2669 -0.7795 -0.0844
2 C 1.2508 -0.3090 0.5304
3 C -0.7449 -0.8627 -0.8972
4 Cl 2.5214 -0.2428 -0.6127
5 H -1.0641 1.9356 0.6918
6 H 1.2922 0.0446 1.5234
7 H -1.0017 -1.8440 -1.3631
8 H -1.5349 1.9468 1.2278
9 H -0.9857 0.1109 -1.0160

Most stable: run P. Least stable: run R.

Run P
This record from the Open Molecules 2025 dataset describes an isolated molecule of C3H5Cl. The level of theory is ωB97M-V/def2-TZVPD.

Results
LUMO energy   0.88 eV
SMILES   C=C(C)Cl
Orbital gap   10.18 eV

Atoms and positions in Å:
1 C -1.2119 0.7115 -0.6848
2 C -0.1203 0.3193 -0.0970
3 C 0.8933 1.3998 -0.0675
4 Cl 0.1615 -1.3058 0.3692
5 H -1.6208 1.9006 -0.4155
6 H -2.1448 0.2209 -0.8463
7 H 0.8189 2.4641 -0.7201
8 H 1.9790 0.9212 -0.1494
9 H 0.8563 2.1076 0.9503

Run Q
This record from the Open Molecules 2025 dataset describes a cluster of 2 separate species, C3H5Cl in total. The level of theory is ωB97M-V/def2-TZVPD.

Results
LUMO energy   -0.63 eV
Orbital gap   8.14 eV

Atoms and positions in Å:
1 C -0.5390 -0.0648 -0.4794
2 C 2.4537 -0.5341 1.0832
3 C -1.7435 0.4424 -0.1672
4 Cl 2.9043 -0.4741 -0.4213
5 H -0.2749 -1.1017 -0.7619
6 H 0.2930 0.5907 -0.4084
7 H -2.7739 0.1027 -0.1959
8 H -1.6367 1.4134 0.2383
9 H 1.3170 -0.3744 1.1127

Most stable: run P. Least stable: run Q.

Run P
This record from the Open Molecules 2025 dataset describes a cluster of 2 separate species, C2H7OS in total. The level of theory is ωB97M-V/def2-TZVPD.

Results
LUMO energy   4.28 eV
Total charge   -1
Orbital gap   6.81 eV

Atoms and positions in Å:
1 O 1.4813 -1.4389 1.4923
2 H 1.0318 -1.0902 0.6713
3 C -1.1736 1.0487 0.9765
4 C -1.2020 0.4644 -0.4435
5 S 0.4644 0.0613 -1.1384
6 H -1.5742 2.0608 1.0145
7 H -0.1629 1.0971 1.3684
8 H -1.7289 0.4468 1.6969
9 H -1.7498 -0.4696 -0.4291
10 H -1.6892 1.1455 -1.1358
11 H 1.1341 -2.3338 1.5936

Run Q
This record from the Open Molecules 2025 dataset describes a cluster of 2 separate species, C2H7OS in total. The level of theory is ωB97M-V/def2-TZVPD.

Results
LUMO energy   3.51 eV
Total charge   -1
Orbital gap   5.97 eV

Atoms and positions in Å:
1 C -0.0461 1.1019 1.0524
2 S 1.5812 1.5626 1.8584
3 H -0.7641 0.7013 1.7486
4 H 0.3288 0.3733 0.3090
5 H -0.3710 2.0302 0.5839
6 H 2.5424 0.7521 1.3714
7 C -0.6160 -1.3098 -1.3810
8 O 0.6391 -1.2508 -0.8864
9 H -0.7579 -1.0574 -2.4632
10 H -1.3743 -0.6174 -0.9074
11 H -1.1622 -2.2860 -1.2859

Most stable: run P. Least stable: run Q.